(1)
This record from the Open Molecules 2025 dataset describes an isolated molecule of C27H25ClN4O. The level of theory is ωB97M-V with the def2-TZVPD basis set.

Structure (XYZ):
```
58
C27H25ClN4O ωB97M-V with the def2-TZVPD basis set
O 1.39718 1.80093 1.99789
C 0.52945 0.96519 1.82821
N 0.50861 -0.22264 2.46816
C -0.45527 -1.27013 2.20631
H -1.33231 -1.16143 2.85830
C 0.22031 -2.64012 2.44587
N 1.62715 -2.63174 2.12580
C 1.93955 -2.42723 0.72090
H 2.10606 -1.36820 0.47972
C 3.19375 -3.22826 0.33722
C 3.59103 -2.94611 -1.08294
C 4.55130 -1.98520 -1.37207
C 4.90884 -1.71393 -2.68095
C 4.30300 -2.39682 -3.72125
C 3.33524 -3.34757 -3.44500
C 2.98259 -3.61877 -2.13525
H 2.23087 -4.36654 -1.92407
H 2.85467 -3.87982 -4.25325
H 4.58059 -2.18564 -4.74359
H 5.65987 -0.96570 -2.88954
H 5.02840 -1.44773 -0.56427
H 2.98020 -4.28960 0.47184
H 4.00843 -2.96000 1.01146
H 1.10103 -2.77703 0.11464
C 2.35112 -1.74877 3.02831
C 1.50481 -0.53527 3.46996
H 0.98969 -0.74967 4.41299
H 2.12746 0.35067 3.60084
H 3.25951 -1.41032 2.53027
H 2.64507 -2.32233 3.91465
H -0.28037 -3.40408 1.84808
H 0.13027 -2.92365 3.49794
H -0.79075 -1.19354 1.16928
C -0.63823 1.20979 0.91349
C -1.83812 1.61110 1.43818
C -2.91885 1.88536 0.56855
N -2.83316 1.75374 -0.73537
C -1.66819 1.36540 -1.27738
C -1.59170 1.21896 -2.68023
C -0.43000 0.82110 -3.27678
C 0.71010 0.56817 -2.49367
C 0.68161 0.70516 -1.13178
C -0.51060 1.09299 -0.49423
H 1.56996 0.53779 -0.54296
Cl 2.16607 0.06603 -3.27766
H -0.36664 0.70312 -4.34708
H -2.47672 1.43013 -3.25922
C -4.20461 2.32760 1.12451
N -4.32492 2.31946 2.45097
C -5.46284 2.72051 2.98159
C -6.54846 3.15306 2.23297
C -6.42806 3.15968 0.85114
C -5.23927 2.74028 0.28336
H -5.08409 2.72375 -0.78279
H -7.24855 3.48842 0.22941
H -7.45740 3.47394 2.71757
H -5.50533 2.69347 4.06320
H -1.98833 1.72943 2.49921
```

Calculated values
- HOMO level: -8.43 eV
- HOMO-LUMO gap: 8.16 eV
- SMILES string: O=C(c1cc(-c2ccccn2)nc2ccc(Cl)cc12)N1CCN(CCc2ccccc2)CC1
- Largest force on an atom: 0.015 Eh/bohr

(2)
This record from the Open Molecules 2025 dataset describes a structure of composition C27H25F2IN2O3PReS5. The level of theory is ωB97M-V with the def2-TZVPD basis set.

Structure (XYZ):
```
67
C27H25F2IN2O3PReS5 ωB97M-V with the def2-TZVPD basis set
Re 0.86710 1.62319 2.18897
O -0.78307 3.07976 3.47930
S -0.85825 3.96631 2.31616
O -0.96546 5.36645 2.60145
O 0.23626 3.61073 1.35279
C -2.33041 3.44796 1.47279
C -3.36780 4.36469 1.36865
C -4.57044 3.98502 0.79610
C -4.73097 2.68955 0.33132
C -3.68500 1.78603 0.42425
C -2.46379 2.13873 0.99255
P -1.10299 0.86220 1.03691
C -1.88928 -0.48451 1.98996
C -1.48593 -1.80544 1.80854
C -1.95882 -2.80113 2.64968
C -2.82461 -2.48697 3.68747
C -3.21053 -1.16898 3.88834
C -2.74085 -0.17160 3.04804
C -1.25134 0.32188 -0.71923
C -0.58404 1.11782 -1.64794
C -0.66577 0.84646 -3.00196
C -1.41376 -0.23544 -3.44953
C -2.08290 -1.03227 -2.53406
C -2.00397 -0.75279 -1.17522
H -3.21113 5.36391 1.74764
H -5.38051 4.69775 0.71637
H -5.66812 2.38144 -0.11329
H -3.82069 0.78239 0.04238
H -0.77495 -2.05023 1.02986
H -1.62837 -3.82142 2.50735
H -3.18453 -3.26442 4.34837
H -3.86853 -0.91313 4.70855
H -3.02218 0.85896 3.22526
H 0.01298 1.95334 -1.29765
H -0.13237 1.47008 -3.70768
H -1.47474 -0.45267 -4.50818
H -2.67237 -1.87493 -2.87332
H -2.53319 -1.38349 -0.47388
S 5.47416 2.61217 3.80762
C 4.10984 2.46207 2.91337
S 2.53509 2.87006 3.46489
S 4.23604 1.63450 1.32493
C 5.20431 -2.79544 -3.89096
C 3.82552 -2.80273 -3.31472
C 2.82624 -3.64136 -3.69638
C 1.58267 -3.51851 -3.01383
N 1.34556 -2.63381 -2.08718
C 2.32225 -1.73252 -1.73451
S 2.10824 -0.51265 -0.66219
N 3.56137 -1.90382 -2.34560
C 0.44074 -4.43136 -3.35876
H 5.30947 -3.57812 -4.63765
H 5.94667 -2.95384 -3.10763
H 5.41443 -1.83196 -4.35790
H 2.98233 -4.37690 -4.46891
H 4.26962 -1.25239 -2.03193
H 0.74706 -5.25151 -4.00607
H -0.33465 -3.85134 -3.86147
H 0.00443 -4.82673 -2.44333
I 4.69121 3.98476 -0.99238
C 3.38485 2.77713 0.25398
H 2.79461 3.48436 0.82954
H 2.76963 2.24125 -0.46010
F 2.52734 -0.24777 3.87384
C 1.30021 -0.19793 3.24365
F 1.28210 -1.35129 2.46079
H 0.56400 -0.38957 4.04175
```

Calculated values
- HOMO level (spin up / spin down): -4.25 / -3.82 eV
- <S²>: 3.7747
- 2S+1: 4
- HOMO-LUMO gap (spin up / spin down): 6.13 / 5.70 eV
- Charge: -1
- Energy above the lowest of the compared OMol25 structures with the same formula, charge and spin: 78.7 kcal/mol
- Largest force on an atom: 0.007 Eh/bohr

(3)
This record from the Open Molecules 2025 dataset describes an isolated molecule of C27H25NO7. The level of theory is ωB97M-V with the def2-TZVPD basis set.

Structure (XYZ):
```
60
C27H25NO7 ωB97M-V with the def2-TZVPD basis set
C 2.46638 0.99923 -2.91936
H 3.11252 0.34621 -3.51428
O 1.27942 0.33792 -2.53745
C 1.35598 -0.70883 -1.68727
C 0.13727 -1.29404 -1.32679
C 0.10472 -2.37296 -0.46891
C 1.28011 -2.89408 0.04413
C 2.49861 -2.31172 -0.29512
C 2.53762 -1.22267 -1.16621
H 3.48531 -0.80699 -1.46555
C 3.73029 -2.88803 0.28387
O 3.87959 -4.06696 0.49114
C 4.82824 -1.88745 0.66452
H 5.34823 -1.53267 -0.23360
H 5.54226 -2.38200 1.32833
O 4.27048 -0.78085 1.36634
C 4.33801 0.43092 0.81599
O 4.89190 0.68006 -0.22105
C 3.61274 1.44288 1.69226
C 2.12575 1.07361 1.82060
N 1.46742 1.84808 0.78646
C 2.23885 2.87408 0.32143
O 1.92955 3.70218 -0.50138
C 3.58233 2.81599 1.03606
H 3.62495 3.62558 1.76535
H 4.39234 2.95390 0.31978
C 0.13505 1.57866 0.42956
C -0.43848 2.14811 -0.70738
C -1.74166 1.86288 -1.05085
C -2.50908 1.00015 -0.27258
C -1.94904 0.44176 0.86893
C -0.64084 0.72734 1.21239
H -0.24498 0.28032 2.10975
H -2.53485 -0.21389 1.49636
O -3.80771 0.80845 -0.65689
C -4.49177 -0.30189 -0.19010
C -3.94062 -1.56666 -0.37422
C -4.60967 -2.70776 0.01614
C -5.86223 -2.59347 0.59740
C -6.42322 -1.34793 0.77680
C -5.75928 -0.17921 0.39365
O -6.45244 0.96349 0.63857
C -5.88672 2.22865 0.37651
H -5.64255 2.35263 -0.68047
H -4.99106 2.40496 0.97878
H -6.65572 2.94704 0.65970
H -7.39738 -1.23427 1.22543
H -6.40186 -3.47455 0.90840
H -4.16086 -3.67653 -0.13908
H -2.96841 -1.63141 -0.84053
H -2.18393 2.30334 -1.93016
H 0.13806 2.81823 -1.32008
H 1.74668 1.35631 2.81048
H 1.95634 0.00435 1.66898
H 4.10241 1.43609 2.66783
H 1.27261 -3.74097 0.71212
H -0.84077 -2.81825 -0.19876
H -0.76251 -0.87457 -1.74695
H 2.14684 1.84354 -3.52676
H 3.02237 1.37183 -2.05526
```

Calculated values
- HOMO level: -8.11 eV
- HOMO-LUMO gap: 8.29 eV
- Energy above the lowest of the compared OMol25 structures with the same formula, charge and spin: 0.0 kcal/mol
- SMILES string: COc1cccc(C(=O)COC(=O)[C@H]2CC(=O)N(c3ccc(Oc4ccccc4OC)cc3)C2)c1
- Largest force on an atom: 0.016 Eh/bohr

(4)
This record from the Open Molecules 2025 dataset describes a cluster of 2 separate species, C27H25O7S2 in total. The level of theory is ωB97M-V with the def2-TZVPD basis set.

Structure (XYZ):
```
61
C27H25O7S2 ωB97M-V with the def2-TZVPD basis set
C 1.71852 1.92263 -4.09767
C 0.84468 0.76061 -3.73720
C -0.59306 0.82613 -3.81218
C -1.24849 -0.46924 -4.07816
C -2.67203 -0.33148 -4.61256
C -3.40485 0.80988 -3.93333
O -2.65713 2.05933 -3.87262
C -1.29845 2.09218 -3.90434
O -0.73118 3.17131 -4.02824
O 1.32201 -0.34986 -3.43675
H 1.08364 2.76163 -4.40278
H 2.33108 2.20659 -3.23420
H 2.39514 1.62709 -4.90963
H -0.66995 -1.01200 -4.84021
H -1.18785 -1.04434 -3.13781
H -2.70852 -0.12636 -5.69733
H -3.18586 -1.28984 -4.45607
H -4.30832 1.05795 -4.50349
H -3.65079 0.51758 -2.90678
C 4.59261 -0.21693 -1.28487
C 3.39674 -0.76575 -1.73418
C 2.45255 -1.27100 -0.85005
C 2.71465 -1.20299 0.51581
S 1.42404 -1.67040 1.65834
C 0.24925 -0.34182 1.59682
C 0.47603 0.83018 0.95668
C -0.24712 2.05940 1.33795
C -1.57239 2.30368 0.91435
C -2.27836 3.42422 1.35238
C -1.70858 4.32890 2.25708
C -0.39634 4.09913 2.69359
C 0.34305 3.01759 2.19838
S -1.32078 -0.62344 2.49239
C -1.19456 -2.18378 3.39052
C -1.84885 -3.32069 2.90870
C -1.78725 -4.51087 3.63468
C -1.07244 -4.57249 4.83916
C -0.45546 -3.41342 5.33250
C -0.53776 -2.21633 4.62475
O -1.40393 0.34804 3.55728
O -2.39006 -0.75435 1.52916
O 0.77842 -2.87402 1.18207
O 2.05757 -1.64416 2.95752
C 3.96265 -0.76638 0.98771
C 4.89590 -0.26079 0.08152
H 5.26849 0.23076 -2.01608
H 3.16892 -0.74372 -2.79961
H 1.50405 -1.69688 -1.18701
H 1.33351 0.90215 0.27909
H -2.03618 1.59446 0.21556
H -3.30268 3.58911 1.00066
H -2.27185 5.18287 2.65210
H 0.05327 4.76427 3.43058
H 1.37547 2.85093 2.51293
H -2.37603 -3.26105 1.95522
H -2.28990 -5.40444 3.24833
H -0.99461 -5.51786 5.38665
H 0.10054 -3.44850 6.27690
H -0.08004 -1.30579 5.01865
H 4.17671 -0.83015 2.05703
H 5.86216 0.10251 0.44008
```

Calculated values
- HOMO level: -3.39 eV
- HOMO-LUMO gap: 5.74 eV
- Charge: -1
- Largest force on an atom: 0.053 Eh/bohr

(5)
This record from the Open Molecules 2025 dataset describes a structure of composition C27H26BBr2N7O2ReTe4. The level of theory is ωB97M-V with the def2-TZVPD basis set.

Structure (XYZ):
```
70
C27H26BBr2N7O2ReTe4 ωB97M-V with the def2-TZVPD basis set
Re -0.17797 0.88410 -0.77485
Te -2.12738 2.34853 0.51136
Te -0.90879 3.94210 2.29143
Te -4.65510 5.37699 0.06685
Te -2.97224 4.12314 -1.48952
B -0.19532 -2.36142 -1.90684
N -1.27844 -1.39996 -2.48551
C -2.14555 -1.71447 -3.44764
C -3.15497 -0.74070 -3.46553
C -2.76555 0.12280 -2.43098
N -1.65945 -0.30642 -1.81636
N 1.21722 -1.67288 -1.94627
C 2.39301 -2.08988 -2.42707
C 3.32278 -1.07640 -2.33754
C 2.61789 0.00752 -1.81793
N 1.37463 -0.36301 -1.56588
H -0.12411 -3.30636 -2.57567
H -0.41146 -2.60305 -0.78426
H -2.02478 -2.72358 -3.90251
H -4.08999 -0.74549 -3.95595
H -3.26036 1.00212 -2.06171
H 2.55016 -3.16841 -2.88157
H 4.32814 -1.02460 -2.72087
H 2.92311 0.98211 -1.47000
C 2.40238 1.22821 1.44915
C 2.10641 2.47310 0.58111
C 2.60307 3.79188 0.95238
C 2.38222 4.83193 0.16307
C 1.54141 4.74450 -0.95919
C 1.25306 5.76617 -1.88647
Br 2.11954 7.46559 -1.61356
C 0.67431 5.48695 -3.10575
C 0.05079 4.22965 -3.33008
Br -0.64543 3.86697 -5.04155
C 0.20666 3.24083 -2.37135
O -0.32733 2.01680 -2.45861
C 0.98649 3.48895 -1.20477
N 1.24778 2.39629 -0.41076
H 2.13095 1.42227 2.49411
H 3.43215 1.02267 1.41869
H 1.82267 0.42782 1.09102
H 3.27658 3.90828 1.80915
H 2.75161 5.84615 0.52228
H 0.73749 6.26086 -3.86365
C -2.44878 -3.42991 3.55835
N -1.96375 -2.84422 2.26116
N -0.92752 -1.96438 2.27626
C -1.11986 -1.02906 1.28740
O -0.19967 -0.25872 0.91332
C -2.47376 -1.29558 0.78914
C -2.92750 -2.39378 1.42728
C -4.25969 -3.00580 1.19133
C 0.42771 -2.34677 2.62497
C 0.87452 -3.54304 2.14732
C 2.23227 -3.88696 2.42648
C 3.03766 -3.03178 3.17330
C 2.51513 -1.82515 3.64367
C 1.23235 -1.46055 3.29968
H -1.62199 -3.85828 4.10710
H -3.11827 -4.25207 3.31216
H -2.96484 -2.72738 4.19463
H -2.86743 -0.69468 0.01782
H -4.73516 -2.67546 0.23156
H -4.96680 -2.78188 1.92775
H -4.17973 -4.08481 1.19572
H 0.25125 -4.29758 1.65662
H 2.70116 -4.80324 2.11868
H 4.03035 -3.24612 3.56797
H 3.12721 -1.16093 4.22780
H 0.81687 -0.51051 3.58213
```

Calculated values
- HOMO level (spin up / spin down): -6.39 / -6.37 eV
- <S²>: 3.7709
- 2S+1: 4
- HOMO-LUMO gap (spin up / spin down): 6.21 / 5.07 eV
- Energy above the lowest of the compared OMol25 structures with the same formula, charge and spin: 24.0 kcal/mol
- Largest force on an atom: 0.066 Eh/bohr

(6)
This record from the Open Molecules 2025 dataset describes a structure of composition C27H26Cl2IN6ReS. The level of theory is ωB97M-V with the def2-TZVPD basis set.

Structure (XYZ):
```
64
C27H26Cl2IN6ReS ωB97M-V with the def2-TZVPD basis set
Re 0.62923 0.34355 -0.09319
C -0.29988 -0.08751 -4.30636
C 0.05845 -1.40734 -4.55344
C 0.60642 -2.18807 -3.54663
C 0.80261 -1.63910 -2.28267
C 0.43637 -0.29829 -2.02261
C -0.12075 0.46594 -3.04619
C 1.39710 -2.34249 -1.15012
C 1.90691 -3.64869 -1.18812
C 2.53334 -4.15113 -0.08127
C 2.70357 -3.34860 1.06693
C 3.41907 -3.80729 2.19668
C 3.62200 -2.98683 3.27267
C 3.11933 -1.67546 3.25219
C 2.40554 -1.20396 2.17620
C 2.17337 -2.03612 1.06251
N 1.46573 -1.58774 -0.03834
H -0.72846 0.50890 -5.09956
H -0.09263 -1.83113 -5.53654
H 0.87774 -3.21212 -3.75971
H -0.42767 1.49015 -2.87081
H 1.81579 -4.23492 -2.08889
H 2.93338 -5.15719 -0.08702
H 3.81253 -4.81467 2.18693
H 4.17591 -3.33509 4.13244
H 3.30405 -1.02358 4.09510
H 2.04662 -0.17821 2.20579
Cl 2.52517 2.52892 -2.72975
C 3.66764 1.48765 -1.96403
Cl 3.09833 0.84716 -0.30556
H 4.56921 2.02466 -1.68420
H 3.85623 0.58779 -2.53964
I -0.92746 3.28026 4.79604
C -0.03488 3.37311 2.92684
C 0.56237 4.54113 2.45525
C 1.13295 4.54516 1.19106
C 1.11726 3.38929 0.43644
N 0.54556 2.25684 0.88661
C -0.03678 2.25641 2.10350
H 0.57408 5.43637 3.06251
H 1.59387 5.43726 0.79198
H 1.56023 3.35157 -0.54715
H -0.56226 1.35282 2.40751
N -1.61139 -0.33939 2.54387
N -0.52992 -0.97557 1.83819
H -1.75606 -0.79015 3.44335
H -2.46357 -0.47082 2.01060
H -0.79395 -1.90196 1.49988
H 0.20597 -1.14013 2.52024
N -6.43787 1.76719 -0.55821
C -5.78139 0.66009 -0.91601
S -6.49781 -0.64924 -1.59172
C -4.29419 0.66801 -0.68221
C -3.55184 1.80269 -0.37778
C -2.18302 1.71219 -0.20020
N -1.50366 0.55880 -0.30650
C -2.21885 -0.54707 -0.62694
C -3.57812 -0.53053 -0.80820
H -7.43263 1.80472 -0.72398
H -6.01116 2.57255 -0.13651
H -3.99229 2.78527 -0.29640
H -1.61364 2.60216 0.01343
H -1.65916 -1.46473 -0.75550
H -4.11265 -1.43347 -1.07277
```

Calculated values
- HOMO level (spin up / spin down): -15.41 / -15.40 eV
- <S²>: 3.7862
- 2S+1: 4
- HOMO-LUMO gap (spin up / spin down): 5.95 / 4.55 eV
- Charge: +3
- Energy above the lowest of the compared OMol25 structures with the same formula, charge and spin: 29.8 kcal/mol
- Largest force on an atom: 0.015 Eh/bohr

Calculated total energy across the listed records, respectively: -48936.1637 -116659.3401 -44227.3393 -64406.4492 -215012.2886 -83445.9943 eV.